The following is a DFT calculation (wB97M-V/def2-TZVPD) of C28H41HfN7O8SSi4Te as an isolated structure at a distorted geometry.

Geometry as ORCA input:
```
! RIJCOSX wB97M-V def2-TZVPD def2/J DEFGRID3
* xyz 0 1
C -0.855 -1.606 -2.106
H 5.944 3.240 1.458
N 0.330 -6.047 0.094
H 1.886 3.689 -1.486
Hf -1.107 -1.630 0.474
C 3.360 2.211 3.792
C -0.624 -1.759 -3.564
O 0.119 -1.602 -1.299
H 4.626 4.228 2.116
C 1.357 0.680 -2.749
H -3.218 0.249 2.521
H -2.357 -0.693 -3.894
H 2.967 3.501 -2.929
H -6.456 -2.828 -0.044
H 4.603 3.604 0.441
H 2.276 4.682 0.727
H -4.167 -3.671 0.600
H 4.911 0.854 -2.623
O -1.118 -1.753 -8.519
C -1.529 -1.335 -5.800
N -1.960 -1.396 2.940
H 4.914 0.810 -0.904
Te 1.462 -1.039 1.758
H 1.817 4.453 2.381
N 0.291 -4.480 1.664
N -0.432 -3.391 2.139
H 4.336 -0.534 -1.729
H 5.647 0.421 1.200
H 1.380 -3.162 -5.903
H 0.389 -6.247 -0.873
N -4.408 -2.701 0.425
C 2.796 3.221 -1.904
C 4.867 3.413 1.460
C -5.418 -0.856 -0.039
C -0.536 3.366 -0.554
C 4.323 0.561 -1.761
O -6.190 1.350 -0.537
C -0.125 -4.845 0.461
C -1.946 -0.523 5.532
N -0.474 -2.453 -7.735
C -2.647 -0.287 3.273
C -1.331 -2.102 3.874
H 6.125 0.885 2.778
H -0.814 -2.338 5.977
H 1.188 -2.903 -3.484
C -3.142 0.590 0.036
C 5.267 0.468 2.219
H -3.255 0.976 4.810
S -1.461 -4.046 -0.357
C -2.633 0.160 4.555
O -3.524 1.693 -0.339
H 0.120 3.432 -1.397
H -1.028 4.333 -0.457
H -1.332 3.500 2.584
Si 2.616 1.376 -1.567
O -2.011 -1.480 -1.625
H 0.093 2.594 3.429
H 1.440 1.015 -3.759
C -1.571 -1.194 -4.426
C -1.322 -1.698 5.210
C 0.561 -2.559 -5.521
H 0.701 5.348 1.303
Si 3.999 1.826 2.060
C -6.522 0.084 -0.343
O -1.897 0.332 0.357
C -0.476 -2.084 -6.322
H -1.999 -0.183 6.545
C -5.601 -2.195 0.102
H 2.636 1.489 4.258
H 3.577 3.634 -1.308
H 4.943 -0.489 2.572
H -2.316 -0.971 -6.459
H -1.259 2.620 -0.899
C 1.417 4.540 1.360
N -3.495 -1.731 0.536
O -7.685 -0.303 -0.377
H 0.897 -6.498 0.789
H 0.355 0.853 -2.410
Si 0.461 2.897 1.003
Si 2.094 1.283 0.679
C -4.057 -0.585 0.226
C 0.475 -2.412 -4.132
H -0.346 -4.162 4.059
H 1.473 -0.411 -2.797
H -1.173 1.770 2.521
H 4.208 2.301 4.470
C -0.596 2.682 2.565
H -5.234 1.513 -0.461
C -0.657 -3.307 3.369
H 2.933 3.210 3.737
O 0.121 -3.449 -8.051
*
```

LUMO: -1.09 eV
E_HOMO: -7.329 eV
relative energy (zero: lowest compared OMol25 entry of this formula, charge and spin): 1.82 kcal per mole
HOMO-LUMO gap: 0.2292 hartree
E_tot: -3949.21481 a.u.

=====

The following is a DFT calculation (wB97M-V/def2-TZVPD) of C23H38BF9HgN2O13PS as an isolated structure at a distorted geometry.

Geometry as ORCA input:
```
! RIJCOSX wB97M-V def2-TZVPD def2/J DEFGRID3
* xyz -1 1
C -1.861 2.956 2.186
C -0.266 -0.936 -3.562
H 1.966 -2.566 -4.280
H -2.252 4.982 2.767
H 0.770 -2.116 0.849
H -1.280 -4.557 -1.559
H 2.072 1.801 4.116
S -1.402 2.752 -2.717
H -2.662 3.601 0.113
H -1.118 3.380 4.915
F -3.881 -1.534 3.221
H -1.380 0.466 4.252
C 1.683 -2.383 -3.244
H 2.055 2.489 2.571
H 1.522 0.059 1.936
B 4.555 0.415 -1.042
H 1.419 3.335 3.880
C 0.369 -3.533 -0.723
C -1.685 2.487 4.652
C 1.410 2.339 3.437
H 2.312 -1.528 -2.996
O 5.186 -0.893 -1.464
O -0.864 4.007 -2.169
F -4.748 0.279 1.997
C 0.132 1.479 3.139
C 0.181 -2.264 -2.966
C 6.691 0.523 -0.535
H 0.868 -3.854 1.415
O 3.222 0.185 -0.298
H 1.265 -0.403 3.541
H -0.136 -4.323 -3.816
H 2.350 -4.662 -0.624
H -1.873 -2.667 -1.482
H -0.588 -2.930 1.223
C 6.425 -0.864 -1.317
O 7.749 0.965 -0.085
O -1.323 -1.985 -1.090
H -3.046 1.971 0.464
P -3.796 -1.039 1.700
C -2.878 2.934 0.947
O 5.579 1.125 -0.319
C 2.800 1.342 -2.196
H -0.013 -0.664 2.307
H -3.839 3.277 1.331
O -1.213 1.626 -1.775
O 0.044 2.331 0.891
C 0.736 0.029 2.691
H 0.425 -0.249 -3.073
N -0.689 2.032 1.998
F -3.574 2.378 -4.186
H 2.572 -2.961 -0.444
C -2.561 2.608 3.485
H -1.033 4.858 1.580
O -0.733 2.431 -4.004
H 0.390 3.217 1.016
H -3.203 1.758 3.256
F -2.402 -0.169 2.136
C 2.409 -3.590 -2.553
F -5.019 -1.922 1.069
C -0.794 1.371 4.409
C -1.383 4.382 2.496
F -3.628 4.353 -2.991
O 1.126 0.175 -0.780
Hg -0.964 0.249 0.011
H -0.996 -5.060 0.009
H -0.491 -3.112 -4.910
O 4.073 1.275 -2.123
H 0.034 -5.771 -1.161
C 2.041 -3.703 -1.041
N -0.068 -2.289 -1.459
C 0.380 -3.130 0.764
H -3.305 3.367 3.725
F -4.027 2.383 -2.085
F -3.415 -0.544 0.259
C -3.274 3.057 -3.000
H -1.660 -3.350 -3.600
H -2.218 2.143 5.539
C -0.599 -3.337 -3.849
O 7.265 -1.615 -1.805
C -0.451 -4.828 -0.906
H 1.912 -4.412 -3.069
F -2.910 -2.318 1.271
H -0.189 -0.782 -4.638
O 2.139 2.028 -2.967
H 3.472 -3.744 -2.743
C 2.231 0.436 -1.096
H -0.236 1.143 5.318
H -0.588 4.513 3.230
H -1.314 -0.702 -3.372
*
```

LUMO: 0.33 eV
E_HOMO: -7.403 eV
HOMO-LUMO gap: 0.2841 hartree
E_tot: -3803.73281 a.u.

=====

The following is a DFT calculation (wB97M-V/def2-TZVPD) of one molecule with the formula C4H5N at a distorted geometry.

Geometry as ORCA input:
```
! RIJCOSX wB97M-V def2-TZVPD def2/J DEFGRID3
* xyz 0 1
H 1.120 0.514 2.270
C 0.974 -1.377 0.651
C 0.851 -0.202 1.486
H -0.444 0.729 -1.537
C -0.756 0.612 -0.497
H -1.088 1.674 -0.215
H 1.159 -2.952 -0.473
C 0.175 -0.170 0.281
H -1.705 0.107 -0.558
N 1.370 -2.531 0.489
*
```

LUMO: 0.84 eV
E_HOMO: -8.915 eV
relative energy (zero: lowest compared OMol25 entry of this formula, charge and spin): 69.22 kcal per mole
HOMO-LUMO gap: 0.3584 hartree
E_tot: -210.05342 a.u.
SMILES string: [H]/N=c1/cc1C

=====

The following is a DFT calculation (wB97M-V/def2-TZVPD) of C17H23CdF5NO3P2 as an isolated structure at a distorted geometry.

Geometry as ORCA input:
```
! RIJCOSX wB97M-V def2-TZVPD def2/J DEFGRID3
* xyz 1 1
H -1.426 2.398 -3.780
C -0.570 1.977 -3.238
H 3.606 -3.021 0.500
F 0.859 3.049 1.489
F 0.353 3.896 6.137
C 0.814 -2.856 -0.679
F -0.989 1.535 6.435
H -0.284 1.023 -3.691
H 2.467 -1.231 -3.037
H -1.985 3.225 0.144
C -2.131 -0.810 -1.533
H -3.031 0.902 -2.462
H -3.968 -1.385 -2.457
O -0.578 0.691 1.861
C -2.677 -3.093 -2.117
P -1.006 1.741 -1.495
H 1.406 -3.201 2.444
H -3.364 -3.838 -2.526
N -0.947 -1.203 -1.040
C 3.351 -1.955 0.392
C -0.588 -2.504 -1.087
H 3.815 -1.373 1.201
C -0.535 1.896 5.222
C -0.754 1.079 4.140
C 0.618 3.488 3.822
H 2.240 0.901 -3.330
C 0.400 2.680 2.732
H 0.021 -2.054 2.351
Cd 0.457 0.480 0.106
C 1.098 -2.176 2.203
O 2.817 0.543 -2.642
H 0.294 2.645 -3.324
H -1.090 -4.519 -1.634
O 2.320 -2.206 -2.956
H 3.728 -1.579 -0.571
H 1.000 -3.917 -0.494
H 2.615 -2.629 -3.772
H -3.080 0.905 -0.647
H 1.581 -1.462 2.882
F -1.395 -0.099 4.285
C -3.021 -1.744 -2.065
H -2.457 3.702 -1.535
F 1.257 4.668 3.671
C 0.147 3.100 5.077
H -0.809 4.072 -0.867
C -1.430 -3.479 -1.630
H 1.387 -2.681 -1.604
H 2.316 0.651 -1.837
P 1.565 -1.704 0.533
C -0.302 1.457 2.858
C -1.634 3.341 -0.894
C -2.478 0.674 -1.541
*
```

LUMO: -3.30 eV
E_HOMO: -10.337 eV
relative energy (zero: lowest compared OMol25 entry of this formula, charge and spin): 0.30 kcal per mole
HOMO-LUMO gap: 0.2587 hartree
E_tot: -2291.64227 a.u.